# 1
{
  "formula": "C44H57BiF6N9PS",
  "method": "ωB97M-V/def2-TZVPD",
  "fmax_ev_per_a": 0.526,
  "e_tot_ev": -102232.8696,
  "charge": -2,
  "symbols": ["F", "Bi", "H", "H", "C", "S", "H", "C", "C", "H", "C", "H", "C", "H", "H", "C", "C", "H", "C", "C", "C", "C", "C", "C", "H", "C", "H", "H", "C", "H", "C", "H", "H", "C", "C", "C", "C", "H", "H", "H", "C", "C", "H", "H", "H", "H", "C", "H", "H", "N", "C", "C", "H", "N", "H", "H", "H", "H", "C", "H", "N", "H", "H", "C", "P", "C", "C", "C", "H", "H", "H", "H", "C", "C", "C", "N", "C", "C", "N", "H", "F", "H", "F", "C", "C", "H", "C", "H", "H", "C", "F", "N", "H", "H", "H", "F", "H", "N", "C", "H", "C", "C", "N", "H", "N", "H", "H", "H", "H", "C", "H", "H", "H", "H", "H", "F", "H", "H", "C"],
  "xyz": [[-6.6442, -3.5636, -2.0813], [-0.7410, 0.3073, -0.5648], [-4.1046, -0.6268, 2.4833], [-6.5076, 1.9845, 2.1269], [-0.6591, 3.7190, 0.7500], [-2.1312, -1.2223, -2.6228], [-2.3603, 1.0085, 2.1953], [-1.4468, 1.1898, 4.1704], [-4.7506, 0.2413, 2.3192], [-2.5005, -2.4533, 2.7169], [-4.6292, 4.3064, -0.2855], [0.7636, 4.2568, -2.6245], [-4.5042, -2.5536, -2.2538], [5.0104, 3.1744, -1.2862], [4.7868, 2.4664, 1.2941], [5.4138, 2.2899, -0.7871], [-5.3215, -3.5804, -1.8177], [-5.3086, -0.5054, -0.0813], [-2.3555, 3.2486, -1.6511], [-3.0306, 3.6940, -2.8026], [2.9800, -2.7736, -4.1607], [-0.3073, 4.1106, -2.6621], [-3.1265, -2.5189, -2.0187], [-1.9787, -2.1645, 1.7906], [-5.7881, -0.1306, 2.2319], [-4.7862, -4.6346, -1.1054], [-1.0720, -1.6485, 2.1221], [1.5359, 2.5014, -1.4512], [1.2039, 3.0422, -0.5662], [0.8127, -2.7600, -4.4083], [2.2037, 0.9859, 4.7714], [1.5745, 4.0790, -0.5932], [3.4781, 2.1338, 0.1683], [-5.7781, 4.7529, 0.3549], [5.5116, 1.1219, -1.7785], [-0.2427, 1.1899, 4.8425], [1.8220, -3.4914, 2.8217], [5.6596, 0.1358, 0.8422], [4.4570, -1.4609, 3.3651], [4.8514, -2.0961, 1.0928], [-2.6317, -3.6066, -1.2943], [3.9975, -2.5656, 1.5767], [-4.0923, 3.4909, -2.8732], [4.1799, -3.1396, -0.9531], [-4.0366, 0.4167, -0.9272], [2.2726, -1.7859, 4.0414], [4.0085, -3.2293, -3.1095], [5.6891, 1.4879, -2.7921], [1.4263, -4.0755, -3.4271], [4.0822, -0.3854, -0.4593], [0.8438, 0.8003, 2.7410], [2.7443, -2.7332, 3.7685], [-3.5429, -0.8059, 0.2688], [1.3451, -0.0805, -0.2489], [-1.7040, 3.5140, 0.9651], [1.7057, 0.5961, 2.1092], [-2.9369, 4.6302, -4.7203], [4.0662, 0.1430, 1.5693], [4.5174, 1.9050, 0.3963], [4.3693, -4.2384, -3.3346], [2.7629, -1.9200, 1.1540], [0.8509, -3.7011, 3.2730], [3.3720, 0.9068, -1.9983], [-4.8301, 2.1780, 0.8353], [2.5303, -1.0551, -0.2708], [-1.0077, 4.5497, -3.7789], [-4.3038, -0.0632, 0.0102], [-2.3759, 4.3282, -3.8421], [4.8665, -3.1674, 3.4547], [2.8776, -4.1727, -1.5159], [2.8767, -3.2854, 4.7020], [3.0999, -1.7043, -4.3600], [0.9309, 0.9954, 4.1166], [-1.4456, 1.0059, 2.7890], [-5.9808, 2.6435, 1.4473], [-0.2458, 2.9829, -0.4579], [-4.1058, 3.0054, -0.0980], [1.5624, -2.6656, 1.5647], [-4.2877, 0.9038, 1.1182], [4.8833, -2.5734, -3.1280], [-5.0986, -1.5634, -2.9386], [1.1907, -3.3097, 0.7553], [-2.8938, -5.6793, -0.1760], [-6.4747, 3.9329, 1.2230], [4.6099, 0.4108, 0.6641], [-0.1961, 1.3348, 5.9141], [1.2878, -2.1487, -2.4279], [-4.1009, 4.9886, -0.9402], [3.1541, -3.2876, -5.1098], [-0.9556, 3.4683, -1.6186], [-5.5729, -5.6438, -0.6781], [2.4689, -2.1159, -1.5520], [-1.6959, -3.0566, 1.2203], [-0.5177, 4.7964, 0.5921], [-0.4835, 5.0356, -4.5930], [-1.3193, -3.7105, -1.0399], [0.7655, -1.9587, 1.7687], [3.2249, 0.9785, 5.3015], [3.3944, -3.2207, -1.7032], [6.3593, 0.4776, -1.5251], [4.1069, -2.4624, 3.1001], [1.5618, -3.0133, -3.6573], [-0.3188, 0.8199, 2.1117], [-6.1196, 5.7674, 0.1705], [-2.9521, 2.5449, -0.6366], [4.2952, -0.4848, -2.5408], [6.4133, 2.5600, -0.4333], [1.0570, -1.1327, -2.7511], [1.6120, 2.5446, 0.3108], [-3.4285, -4.6436, -0.8484], [4.0113, -3.6219, 1.2693], [0.4114, -2.5250, -1.8992], [-7.3774, 4.2711, 1.7182], [-4.7123, 0.9246, 3.1728], [-0.0341, 3.4051, 1.5867], [-0.1295, 0.8813, -2.4743], [2.2708, -4.4581, 2.5696], [-2.3827, 1.3294, 4.6927], [4.2450, 0.2795, -1.7659]]
}


# 2
{
  "formula": "C44H57N6O8P2PbS3",
  "method": "ωB97M-V/def2-TZVPD",
  "fmax_ev_per_a": 0.135,
  "e_tot_ev": -128207.3605,
  "charge": 1,
  "symbols": ["H", "H", "H", "H", "O", "O", "H", "H", "C", "H", "H", "H", "N", "C", "H", "H", "H", "C", "C", "P", "H", "N", "N", "C", "H", "H", "C", "C", "C", "H", "H", "H", "C", "C", "C", "H", "C", "O", "C", "H", "C", "Pb", "H", "O", "C", "C", "C", "H", "O", "H", "O", "H", "C", "C", "H", "O", "H", "C", "N", "C", "H", "H", "O", "C", "C", "C", "H", "S", "H", "C", "C", "S", "H", "H", "H", "H", "C", "C", "C", "H", "C", "C", "C", "H", "H", "C", "H", "H", "P", "C", "C", "C", "H", "N", "C", "H", "C", "H", "H", "C", "H", "S", "H", "H", "C", "C", "H", "H", "H", "C", "C", "H", "H", "H", "H", "H", "C", "N", "H", "H", "H"],
  "xyz": [[5.9745, -0.5874, 1.3954], [2.8031, 5.7317, 0.9623], [-0.9159, -3.3530, 3.9418], [0.0768, -3.0230, -0.1402], [-3.9675, 0.8685, -0.5615], [-1.6525, 1.5984, 0.3038], [-6.9738, -2.6045, 2.3878], [-1.6743, 4.1619, 1.2987], [3.8158, -0.3053, 1.2053], [-4.7416, 2.7934, -2.2746], [4.9851, -5.4884, -3.2056], [0.7865, 1.1262, 5.7195], [0.8612, -2.4467, 0.1624], [4.9665, 1.6532, -3.9841], [6.3878, 3.2268, -4.2705], [-2.4937, 0.7395, -1.9974], [1.4283, -3.6141, -4.6801], [-3.5438, 1.0355, -1.9514], [3.0355, 3.5123, -4.7118], [-3.0687, 1.3553, 0.6338], [5.7109, 0.9145, -3.7192], [2.6139, -0.1872, -2.0538], [1.3439, 2.2936, 0.0881], [1.4628, 2.6580, 1.3655], [0.8573, -2.8873, -2.3919], [-3.1396, -4.2596, 3.3047], [1.7397, -3.4889, -2.5675], [2.4336, -4.9298, 2.2431], [-2.0354, 3.8506, 2.2776], [-6.0230, -3.0543, 0.1672], [-3.0793, 3.1369, -1.7561], [2.6105, 4.9981, -1.4257], [5.3414, 2.9477, -4.2937], [-2.6711, -4.6340, 1.2465], [-3.7005, 2.4815, -2.3674], [-5.4404, 0.3612, -2.7077], [-4.3881, 0.0768, -2.7572], [-4.2895, -2.0743, 0.3603], [0.8759, -6.9295, 1.0970], [-4.2736, -0.9394, -2.3804], [-5.6907, -2.1909, 0.7451], [0.4856, -0.1011, -0.5224], [-3.9298, 3.7410, 4.3364], [-1.8405, -1.6058, 0.2264], [4.3834, 3.8974, -4.6614], [-1.0374, -3.9354, 3.0273], [-3.5147, 3.5220, 2.2451], [-6.1479, -0.0698, 0.8227], [1.9646, -0.6674, -4.3538], [0.2805, -7.7147, 0.6500], [-3.8690, 2.6043, 1.1717], [-0.1626, -1.3767, 2.3668], [0.2350, -0.2669, 4.1780], [2.2836, 4.3664, -0.6119], [-2.0633, -4.2169, 0.4431], [-2.8440, -2.4541, 2.4492], [-1.8756, 4.6616, 2.9898], [2.5848, -3.8203, -1.5265], [0.5683, 0.4861, 1.9425], [3.6291, 1.2862, -4.0295], [-5.4014, -3.3874, 2.5340], [2.5236, -6.1988, 3.9692], [4.2971, -1.1808, -3.6299], [4.0714, -4.9389, -3.0232], [2.1390, -6.0789, 2.9651], [2.0659, -3.8980, -3.8549], [0.8145, -5.6768, -0.6496], [2.2473, -3.2380, 0.1303], [-6.2366, -0.7810, -0.7895], [3.4351, -0.3044, -0.9998], [-2.4682, -3.8661, 2.5393], [5.1549, -0.5648, -0.9362], [-1.4472, 2.9891, 2.5983], [3.0402, -4.1430, 2.6754], [-3.7125, -4.6356, 0.9278], [-2.6309, 0.1760, 2.6722], [-5.9045, -2.4753, 2.2188], [1.7463, 3.1160, -0.8721], [-4.0228, 2.9764, 3.5646], [-4.3408, 0.0914, 2.2265], [5.0880, -0.4784, 0.7941], [0.7199, 0.9395, 4.6558], [3.7597, -4.5317, -1.7392], [-4.0744, 0.0982, -3.8011], [-2.3626, -5.6673, 1.4100], [1.0364, 1.6558, 2.3887], [-4.0786, 4.4180, 1.9859], [1.5151, 2.8466, 4.1208], [-3.0068, -1.5956, 1.1306], [1.1285, 1.9080, 3.7548], [1.3604, -7.0738, 2.3929], [2.6671, 2.2194, -4.4017], [3.4919, -0.2524, 2.2358], [2.8853, -0.2136, 0.2017], [1.9457, -4.7958, 0.9521], [-0.3553, -3.5569, 2.2636], [0.1856, -0.4498, 2.8066], [-3.3953, 2.5958, -3.4082], [-0.0907, -1.0523, 4.8458], [1.1696, -5.7887, 0.3682], [-0.7675, -4.9704, 3.2422], [3.1271, -0.3379, -3.5724], [3.4815, -4.9271, -5.0847], [-5.5626, -1.6544, 2.8506], [1.9782, 3.9013, 1.7123], [-3.3229, 0.0331, 1.8394], [5.6948, 5.4813, -4.8356], [-3.4415, 2.1087, 3.8839], [2.2872, 4.2309, -5.0258], [3.2229, -4.6236, -4.0793], [-6.4354, -0.9625, 0.2651], [2.0706, 4.2039, 2.7441], [4.0606, 5.8795, -5.1438], [1.1376, -7.9725, 2.9530], [-7.5065, -1.1154, 0.4000], [-5.0723, 2.6931, 3.4889], [2.3921, 4.7636, 0.7088], [4.7571, 5.1714, -5.0090], [1.6525, 2.7511, -1.8891], [4.4230, -4.7594, -0.9126], [1.6301, 1.9140, -4.4717]]
}


# 3
{
  "formula": "C44H57NO2PbSSeSi",
  "method": "ωB97M-V/def2-TZVPD",
  "fmax_ev_per_a": 0.197,
  "e_tot_ev": -141447.5867,
  "symbols": ["H", "C", "H", "C", "H", "H", "C", "H", "S", "C", "C", "H", "Pb", "H", "H", "H", "C", "C", "H", "H", "H", "O", "C", "H", "C", "H", "H", "C", "H", "C", "H", "H", "C", "H", "H", "H", "H", "C", "C", "H", "H", "H", "H", "H", "H", "H", "C", "H", "C", "N", "C", "H", "C", "C", "H", "C", "C", "Si", "C", "H", "H", "H", "C", "C", "H", "C", "C", "H", "H", "H", "Se", "O", "H", "H", "H", "C", "C", "C", "C", "C", "C", "H", "C", "C", "C", "H", "C", "H", "H", "C", "H", "H", "C", "H", "H", "H", "H", "H", "H", "C", "C", "C", "H", "C", "H", "H", "C", "C"],
  "xyz": [[3.8729, 0.4993, -4.5476], [-2.7118, 3.4089, -1.5453], [-2.0825, -1.8009, 5.0376], [0.1996, 4.0140, 3.3277], [1.5739, 5.1945, 0.5866], [-6.8136, 4.5062, 2.4109], [-0.7826, -0.5466, 2.0345], [1.2930, -0.6598, 6.1698], [-4.9884, 4.1765, -0.0548], [-1.4121, 2.8999, -1.5542], [-4.3837, 2.9133, 4.1941], [-0.5580, 3.3593, 3.7570], [-0.5504, 2.1100, 0.3577], [5.1808, 0.5456, -3.3672], [2.0433, -2.8690, -5.7140], [3.1775, 0.1493, -0.2969], [-3.4126, 3.4660, -0.2591], [-5.8802, 4.0062, 2.6310], [2.8583, 1.3971, 1.7302], [-0.5964, 0.7031, 5.9631], [0.7562, -5.3401, 3.3344], [1.0334, 0.9123, -0.6537], [-1.1848, -1.6823, -6.0240], [3.9413, -1.1499, -1.2184], [-2.6263, 3.7597, -3.9201], [-0.2984, 4.9035, 2.9365], [4.1790, 2.4289, -2.1887], [-1.3302, 3.2607, -3.9371], [0.2818, 2.4371, -2.7920], [1.2739, -0.9663, 5.1208], [-0.7894, 3.1960, -4.8730], [0.4263, -4.1833, -4.2519], [0.2927, -1.4518, -4.0170], [-3.0974, 4.0856, -4.8380], [2.5016, 2.3675, -1.6239], [2.6976, 3.8925, 0.1643], [-6.3045, 3.7364, 4.7021], [1.4746, -5.1808, 2.5272], [1.8762, -4.4290, 0.1946], [-4.3314, 4.2266, -2.7115], [1.6750, -1.9785, 5.0691], [4.8105, 0.3705, -0.9627], [1.5744, 0.8694, 2.8152], [2.3215, -1.0268, -4.5015], [2.9473, 4.8293, 1.6381], [2.8562, 2.4284, -3.3602], [-0.6813, 0.5274, 4.8873], [-2.0815, -1.6214, -5.4061], [-3.4477, 2.6840, 3.2081], [-2.8943, 2.9843, 0.8234], [1.1854, -2.3959, -6.1959], [-1.0561, -5.6477, 1.5761], [-0.7258, 2.8348, -2.7594], [3.1845, 2.0252, -2.3981], [-0.1078, 1.2924, 4.3690], [-4.9345, 3.7766, 1.6349], [3.8248, -0.0661, -1.1447], [1.1742, 3.1677, 1.9816], [3.2384, 0.4905, -2.4516], [-4.1917, 2.5733, 5.2034], [-0.7101, -2.8860, 5.2660], [0.7042, -3.1269, 3.6403], [-0.6851, -1.2562, -3.0530], [-0.2863, -5.5295, 0.8111], [2.8085, 2.0054, 3.3969], [0.8115, -4.5715, 1.2923], [2.1964, 1.7201, 2.5356], [1.4509, -4.0273, -0.7268], [1.9037, -6.1508, 2.2686], [-1.6674, -1.7009, -3.1629], [-1.7879, -0.2852, -0.6045], [-1.1505, 0.7209, 2.1200], [0.8693, 4.3277, 4.1334], [2.3214, -5.4011, -0.0332], [-1.0228, -1.6043, 6.4441], [0.2649, -2.5755, 2.8201], [1.5361, -0.8643, -3.7796], [0.2115, -3.1965, 1.5794], [4.2013, 0.1127, -3.5803], [-5.5879, 3.5714, 3.9084], [-0.1647, -0.8784, 4.5840], [-1.4221, -2.2851, -6.9040], [-0.4290, -2.4969, 0.5693], [-3.3192, 3.8382, -2.7237], [-3.7291, 3.1306, 1.9186], [-1.7260, 0.6292, 4.6007], [-0.0121, -2.3012, -5.2507], [2.2809, -4.5475, 2.9026], [-2.5251, 2.1476, 3.3832], [0.8164, 0.1420, -1.7059], [-1.2760, -3.7208, -4.1740], [-0.5406, -2.9224, -0.4218], [1.8345, -0.0856, -2.6646], [-0.7679, -5.1601, -0.0955], [1.4923, -1.4123, -6.5574], [4.3273, -0.9685, -3.6621], [0.1352, -6.5133, 0.5910], [-0.6062, -4.3462, -5.6826], [0.9153, -3.0005, -7.0638], [-1.0471, -1.8556, 5.3803], [-0.4280, -0.4893, -1.9298], [2.1842, 4.3856, 0.9912], [2.6701, -3.7517, 0.5160], [-0.2178, -1.2974, 3.1018], [1.9454, -0.3116, 4.5636], [-0.9367, -0.6720, -6.3552], [-0.9163, -1.2296, 0.8072], [-0.3903, -3.7226, -4.8114]]
}


What is the formula in the third record? C44H57NO2PbSSeSi